[1]
{
  "formula": "C60H148N2O18P4",
  "method": "ωB97M-V with the def2-TZVPD basis set",
  "elements": ["P", "P", "P", "P", "O", "O", "O", "O", "O", "O", "O", "O", "O", "O", "O", "O", "O", "O", "O", "O", "O", "O", "N", "N", "C", "C", "C", "C", "C", "C", "C", "C", "C", "C", "C", "C", "C", "C", "C", "C", "C", "C", "C", "C", "C", "C", "C", "C", "C", "C", "C", "C", "C", "C", "C", "C", "C", "C", "C", "C", "C", "C", "C", "C", "C", "C", "C", "C", "C", "C", "C", "C", "C", "C", "C", "C", "C", "C", "C", "C", "C", "C", "C", "C", "H", "H", "H", "H", "H", "H", "H", "H", "H", "H", "H", "H", "H", "H", "H", "H", "H", "H", "H", "H", "H", "H", "H", "H", "H", "H", "H", "H", "H", "H", "H", "H", "H", "H", "H", "H", "H", "H", "H", "H", "H", "H", "H", "H", "H", "H", "H", "H", "H", "H", "H", "H", "H", "H", "H", "H", "H", "H", "H", "H", "H", "H", "H", "H", "H", "H", "H", "H", "H", "H", "H", "H", "H", "H", "H", "H", "H", "H", "H", "H", "H", "H", "H", "H", "H", "H", "H", "H", "H", "H", "H", "H", "H", "H", "H", "H", "H", "H", "H", "H", "H", "H", "H", "H", "H", "H", "H", "H", "H", "H", "H", "H", "H", "H", "H", "H", "H", "H", "H", "H", "H", "H", "H", "H", "H", "H", "H", "H", "H", "H", "H", "H", "H", "H", "H", "H", "H", "H", "H", "H", "H", "H", "H", "H", "H", "H", "H", "H"],
  "coordinates": [[-4.806, -8.187, 1.625], [-13.021, -3.293, -2.331], [-5.320, 2.325, 5.718], [2.360, -0.190, 0.267], [-11.417, -2.950, -2.299], [2.324, -1.659, 0.563], [2.952, 1.130, 14.438], [-5.459, 3.822, 5.170], [-13.477, -2.987, -3.862], [1.523, -5.636, 8.953], [-13.143, -4.921, -2.322], [-6.194, -8.088, 2.174], [2.432, 0.765, 1.571], [0.991, 0.328, -0.504], [-4.537, -7.337, 0.294], [-3.698, 2.095, 5.775], [-6.085, 1.349, 4.882], [-3.657, -7.555, 2.619], [3.620, 0.291, -0.671], [-13.851, -2.577, -1.290], [-5.725, 2.370, 7.317], [-4.269, -9.659, 1.198], [3.599, -5.251, 9.876], [0.945, 1.466, 13.545], [-13.162, 6.934, -0.528], [2.269, 1.540, 13.505], [5.907, 6.403, -3.409], [3.401, -5.436, 7.504], [3.464, 8.045, 6.484], [3.729, -7.796, -4.152], [3.642, 0.899, 2.285], [-1.994, 1.885, -8.176], [11.768, -1.056, 1.331], [8.072, -2.431, -9.655], [2.861, 2.129, 12.245], [2.913, 6.439, -2.269], [-5.509, -0.802, -9.399], [12.982, 2.620, 1.414], [5.280, 9.871, 6.519], [13.127, 1.144, 1.479], [-13.249, 5.616, -1.274], [-2.350, 0.500, -7.423], [4.531, -9.375, -2.378], [10.567, -3.297, 1.883], [4.803, -1.530, -11.516], [1.597, 7.019, -1.761], [-11.942, 4.815, -1.340], [3.674, -0.308, -1.951], [-8.643, 5.280, -3.634], [3.806, 9.561, 6.594], [1.966, 7.811, 6.766], [-9.636, 4.565, -2.649], [-3.033, 1.110, 6.531], [-3.127, -0.440, -8.319], [-4.837, -10.298, 0.042], [3.942, -7.980, -2.615], [2.723, -5.439, 8.842], [-10.817, 5.430, -2.247], [3.271, -5.365, 11.301], [-3.262, -7.427, -0.399], [-10.654, -3.203, -1.127], [4.196, -0.587, -13.829], [-3.557, -6.161, 2.848], [-7.084, 2.223, 7.721], [3.614, -9.713, -0.090], [11.706, 0.515, 1.368], [-6.963, -0.267, -9.328], [5.503, 6.306, -1.959], [10.480, -1.728, 1.846], [0.141, 0.926, 14.651], [-14.872, -3.193, -4.246], [5.939, 9.309, 5.257], [6.883, -2.639, -10.608], [4.148, 6.967, -1.605], [5.783, -1.660, -10.386], [7.354, 9.780, 4.842], [-0.269, 0.135, 0.087], [-6.617, 4.305, 4.644], [-4.624, -0.032, -8.411], [5.306, -0.930, -12.877], [4.871, -9.727, -0.975], [1.357, 6.856, -0.286], [-13.055, -5.676, -1.116], [2.583, -10.811, -0.341], [-10.658, -4.235, -0.775], [-11.309, 5.633, -3.198], [-15.089, -4.100, -4.811], [-4.632, 0.988, -8.795], [3.146, 1.421, 11.466], [3.019, -11.810, -0.324], [1.760, 6.741, 6.758], [-2.620, -8.043, 0.230], [7.331, -2.511, -11.593], [-4.236, -5.549, 2.253], [3.497, 0.531, 3.300], [3.887, -10.130, -2.829], [-11.443, 4.559, -0.406], [1.809, -10.807, 0.427], [-0.834, -0.488, -0.606], [-15.162, -2.404, -4.940], [-7.158, 1.449, 8.484], [4.510, -7.130, -2.237], [4.626, -0.268, -14.778], [4.258, 8.037, -1.781], [-9.072, 5.597, -4.584], [4.492, -2.533, -11.810], [-12.416, 7.615, -0.936], [5.365, 9.554, 4.363], [-3.358, -7.872, -1.390], [-12.714, -5.123, -0.241], [13.905, 3.165, 1.216], [-2.553, -5.932, 2.492], [3.766, 7.646, 5.516], [-2.272, 1.600, 7.138], [8.060, 9.167, 5.404], [2.871, 5.354, -2.175], [0.730, 6.630, -2.294], [-4.951, -11.353, 0.290], [2.132, 2.759, 11.735], [4.401, 0.252, 1.845], [3.466, 9.957, 7.550], [-14.068, 5.048, -0.832], [7.441, 10.856, 4.992], [-9.602, -3.005, -1.334], [3.905, -1.079, -11.094], [-0.293, -0.421, 1.024], [-7.765, 4.654, -3.796], [4.004, -9.840, 0.920], [6.132, -0.673, -10.083], [5.390, 5.235, -1.794], [0.296, 7.009, -0.087], [-15.496, -3.048, -3.364], [-2.490, 0.485, 5.822], [5.219, -2.025, -9.528], [13.814, 0.809, 0.703], [-2.842, -6.449, -0.634], [-3.094, -1.415, -7.831], [0.465, -0.114, 14.695], [-12.162, 3.814, -1.712], [-6.470, 4.669, 3.627], [9.687, -1.509, 1.131], [-13.053, 6.774, 0.544], [5.621, 10.882, 6.743], [1.793, 5.936, 0.103], [1.578, 8.086, -1.986], [7.740, -2.459, -8.617], [3.466, 0.159, -13.514], [-2.901, 2.456, -8.372], [4.187, -4.690, 7.392], [4.045, 1.911, 2.284], [5.301, -10.728, -1.011], [3.163, -6.870, -4.250], [-7.026, 5.111, 5.253], [5.743, 0.044, -12.656], [3.602, -1.437, -14.165], [5.641, 9.279, 7.360], [-3.627, -6.016, 3.926], [6.863, 5.966, -3.699], [11.258, 0.772, 2.328], [12.577, 3.012, 2.346], [-5.142, -0.703, -10.420], [5.954, 8.219, 5.274], [-5.046, -0.029, -7.406], [2.863, -0.979, -2.235], [-9.107, 4.185, -1.775], [9.699, -3.688, 2.414], [-7.338, 3.488, 4.657], [6.333, 6.652, -1.342], [3.693, 0.546, -2.629], [-2.924, 0.661, -6.510], [-7.556, -0.710, -10.129], [2.080, -10.724, -1.304], [3.122, -8.739, -0.099], [1.839, 7.690, 0.224], [12.229, 2.938, 0.692], [-7.727, 2.040, 6.860], [5.619, -9.009, -0.639], [-10.102, 3.708, -3.136], [-0.879, 0.962, 14.269], [-13.657, 5.829, -2.262], [-10.940, -2.467, -0.375], [3.888, 6.962, -0.547], [3.978, 7.514, 7.286], [6.078, -1.526, -13.363], [-7.471, -0.483, -8.389], [-5.412, -1.858, -9.145], [0.249, 1.429, 15.612], [-12.318, -6.451, -1.325], [1.746, 8.029, 7.811], [-14.026, -6.123, -0.907], [-2.635, -0.506, -9.289], [4.042, -5.943, 11.810], [4.619, -0.849, -1.995], [1.310, 8.337, 6.072], [5.470, -9.496, -2.918], [2.726, -5.234, 6.673], [-10.365, 6.325, -1.819], [-7.050, 0.819, -9.359], [-8.366, 6.236, -3.190], [13.646, 0.793, 2.371], [10.592, -3.828, 0.931], [2.352, -5.947, 11.364], [8.720, -3.306, -9.714], [3.250, 10.115, 5.838], [-1.582, 1.781, -9.179], [11.403, -3.730, 2.432], [2.980, -8.523, -4.466], [5.112, 5.886, -3.946], [2.974, -7.896, -2.121], [3.110, -4.359, 11.688], [-14.114, 7.434, -0.705], [4.517, -4.921, 9.615], [3.733, 2.757, 12.431], [7.559, 9.544, 3.798], [12.547, -1.496, 1.954], [5.854, 7.408, -3.827], [-4.051, -10.252, -0.712], [-1.408, 0.075, -7.077], [11.860, -1.403, 0.302], [8.702, -1.572, -9.884], [0.398, 1.922, 12.828], [2.988, 6.666, -3.332], [6.594, -3.689, -10.600], [-7.278, 3.145, 8.270], [11.089, 0.904, 0.558], [-3.681, 0.522, 7.182], [10.274, -1.294, 2.825], [-0.755, 1.099, 0.237], [4.666, -7.804, -4.708], [-1.242, 2.428, -7.604], [-5.792, -9.980, -0.375], [3.915, -6.367, 7.261]],
  "mulliken_charge": [1.0931, 1.0658, 1.0203, 0.9579, -0.2887, -0.6708, -0.6387, -0.3045, -0.3639, -0.6167, -0.2938, -0.6877, -0.2482, -0.2553, -0.3382, -0.3257, -0.6608, -0.3427, -0.2544, -0.6556, -0.3341, -0.3187, -0.2066, -0.2170, -1.1357, 0.7219, -1.1897, -1.1062, -0.2741, -1.3347, -0.6962, -1.1058, -0.6803, -1.3330, -0.9776, -0.4276, -0.3624, -1.2590, -0.5733, -0.4020, -0.5337, -0.5520, -0.6155, -1.2942, -0.7438, -0.6281, -0.7397, -0.7013, -1.2193, -0.6560, -1.3163, -0.4455, -0.5937, -0.5421, -0.6778, -0.2697, 0.7273, -0.4733, -0.7681, -0.7119, -0.6512, -1.3587, -0.6302, -0.6080, -0.3712, -0.6479, -1.2283, -0.4238, -0.3715, -0.8201, -0.6647, -0.3876, -0.3028, -0.4742, -0.5299, -1.2857, -0.7198, -0.6319, -0.6003, -0.2011, -0.7168, -1.1881, -0.6828, -1.1786, 0.2755, 0.2289, 0.2588, 0.2384, 0.2435, 0.2983, 0.3722, 0.3943, 0.2129, 0.3201, 0.2678, 0.2928, 0.3590, 0.3579, 0.2780, 0.2541, 0.2500, 0.3423, 0.3726, 0.2724, 0.3265, 0.2583, 0.3167, 0.3330, 0.2572, 0.3410, 0.3589, 0.2394, 0.3071, 0.2404, 0.3128, 0.2686, 0.3801, 0.2882, 0.3064, 0.3292, 0.3384, 0.3364, 0.3389, 0.2509, 0.3594, 0.3348, 0.3501, 0.3184, 0.3337, 0.2009, 0.3548, 0.3418, 0.2601, 0.3072, 0.3552, 0.2622, 0.3201, 0.2757, 0.3673, 0.2387, 0.2356, 0.2805, 0.3768, 0.2894, 0.3051, 0.3217, 0.3303, 0.3049, 0.3346, 0.2563, 0.3120, 0.3815, 0.2484, 0.2419, 0.3505, 0.2095, 0.2584, 0.3477, 0.2918, 0.3116, 0.3002, 0.2937, 0.3183, 0.3412, 0.3445, 0.3547, 0.3326, 0.3220, 0.2531, 0.2945, 0.3514, 0.3039, 0.3004, 0.3034, 0.3195, 0.3314, 0.3116, 0.3041, 0.3340, 0.3380, 0.3079, 0.3718, 0.2526, 0.3212, 0.3199, 0.3197, 0.2480, 0.2655, 0.3284, 0.2395, 0.2984, 0.3009, 0.2651, 0.3478, 0.3454, 0.3108, 0.3362, 0.3359, 0.3186, 0.3098, 0.3390, 0.2880, 0.3835, 0.3431, 0.3052, 0.3479, 0.3409, 0.2938, 0.2452, 0.2568, 0.3406, 0.2122, 0.2837, 0.3386, 0.3749, 0.3060, 0.2577, 0.3505, 0.2922, 0.3314, 0.2400, 0.3175, 0.3444, 0.2345, 0.3826, 0.3021, 0.3814, 0.2607, 0.3364, 0.3334, 0.3365, 0.2670],
  "e_lumo_ev": 0.24,
  "total_charge": 0,
  "fmax_ev_per_a": 3.87,
  "gap_ev": 9.92,
  "total_energy_ev": -141616.8600,
  "multiplicity": 1
}

[2]
{
  "formula": "C9H14",
  "method": "ωB97M-V with the def2-TZVPD basis set",
  "elements": ["C", "C", "C", "C", "C", "C", "C", "C", "C", "H", "H", "H", "H", "H", "H", "H", "H", "H", "H", "H", "H", "H", "H"],
  "coordinates": [[1.619, 0.880, -0.695], [-0.788, 1.302, -0.938], [0.442, 2.561, 0.667], [-0.807, 2.166, 0.125], [1.577, 1.796, 0.363], [-2.338, -2.863, 0.525], [2.863, 0.051, -0.957], [-1.505, -1.723, 1.167], [0.433, 0.602, -1.348], [-3.345, -2.774, 0.890], [2.463, 2.041, 0.894], [-1.405, -0.792, 0.621], [0.532, 3.436, 1.297], [-1.642, 0.962, -1.508], [-2.213, -2.758, -0.530], [-0.373, -1.913, 1.282], [0.289, 0.034, -2.270], [2.447, -0.934, -1.179], [3.619, 0.185, -0.111], [-1.735, 2.618, 0.527], [-1.917, -3.823, 0.827], [3.397, 0.430, -1.879], [-1.611, -1.483, 2.230]],
  "lowdin_spin": [0.0932, 0.1051, 0.2606, 0.0726, 0.1067, 0.0014, 0.0222, 0.0059, 0.2279, 0.0003, 0.0035, 0.0048, 0.0304, 0.0042, 0.0016, 0.0030, 0.0364, 0.0096, 0.0023, 0.0019, 0.0003, 0.0059, 0.0002],
  "e_lumo_ev": [3.83, 3.78],
  "total_charge": -1,
  "fmax_ev_per_a": 3.16,
  "gap_ev": [2.87, 7.10],
  "total_energy_ev": -9557.8134,
  "e_above_lowest_kj_mol": 94.9,
  "multiplicity": 2
}

[3]
{
  "formula": "C20H54N2O18Y",
  "method": "ωB97M-V with the def2-TZVPD basis set",
  "elements": ["Y", "O", "O", "O", "O", "O", "O", "O", "O", "O", "O", "O", "O", "O", "O", "O", "O", "O", "O", "N", "N", "C", "C", "C", "C", "C", "C", "C", "C", "C", "C", "C", "C", "C", "C", "C", "C", "C", "C", "C", "C", "H", "H", "H", "H", "H", "H", "H", "H", "H", "H", "H", "H", "H", "H", "H", "H", "H", "H", "H", "H", "H", "H", "H", "H", "H", "H", "H", "H", "H", "H", "H", "H", "H", "H", "H", "H", "H", "H", "H", "H", "H", "H", "H", "H", "H", "H", "H", "H", "H", "H", "H", "H", "H", "H"],
  "coordinates": [[8.230, -5.586, -9.240], [8.921, -9.918, -11.584], [6.892, -4.836, -5.410], [7.123, -8.909, -16.556], [5.419, -3.463, -6.146], [6.940, -6.676, -11.017], [8.326, -8.568, -13.915], [4.083, -3.357, -9.024], [1.910, -3.034, -14.147], [0.218, -8.349, -10.744], [5.020, -6.128, -12.019], [3.223, -3.112, -11.817], [0.342, -6.102, -12.417], [1.542, -9.103, -6.839], [6.787, -4.617, -7.525], [4.326, -3.903, -15.067], [8.471, -12.292, -10.374], [8.374, -3.061, -9.406], [6.167, -4.869, -10.404], [3.935, -7.563, -6.250], [9.566, -5.055, -11.093], [0.723, -8.466, -12.076], [7.672, -10.189, -11.071], [3.157, -4.688, -15.336], [10.840, -3.382, -12.340], [1.272, -7.122, -12.477], [5.981, -5.875, -11.161], [2.308, -8.495, -7.858], [10.031, -3.681, -11.026], [3.163, -7.327, -7.392], [7.409, -2.070, -8.908], [3.915, -6.835, -8.623], [7.939, -11.079, -9.838], [6.477, -8.258, -15.502], [2.264, -3.034, -10.794], [0.180, -8.666, -6.616], [6.360, -4.316, -6.418], [1.878, -3.819, -15.365], [8.858, -2.678, -10.760], [6.959, -8.703, -14.052], [3.067, -2.460, -9.559], [3.458, -8.397, -5.937], [3.097, -5.439, -14.548], [4.855, -7.934, -6.441], [9.369, -5.108, -12.082], [2.333, -2.217, -8.790], [3.103, -6.715, -9.341], [1.683, -8.077, -8.647], [1.552, -9.156, -11.923], [-0.075, -9.228, -10.495], [4.579, -3.595, -9.811], [-0.206, -6.261, -11.645], [6.501, -2.597, -9.202], [10.742, -2.372, -12.737], [3.085, -9.112, -8.308], [6.988, -11.380, -9.398], [10.652, -3.540, -10.141], [0.004, -8.851, -12.800], [2.870, -3.519, -12.611], [-0.447, -8.838, -7.491], [10.428, -5.571, -11.199], [9.216, -10.777, -11.894], [-0.452, -9.351, -6.051], [8.127, -13.082, -9.951], [8.622, -8.959, -13.090], [7.106, -9.378, -10.611], [4.444, -5.913, -8.383], [2.069, -6.807, -11.803], [1.651, -3.909, -10.577], [5.237, -3.461, -7.089], [2.532, -6.480, -7.122], [3.230, -5.230, -16.279], [1.043, -4.472, -15.111], [7.479, -1.090, -9.380], [5.393, -8.370, -15.521], [7.456, -1.884, -7.835], [6.515, -8.255, -13.163], [1.600, -6.984, -13.507], [8.091, -2.973, -11.476], [6.994, -10.620, -11.808], [0.085, -7.651, -6.231], [1.026, -2.767, -13.885], [6.860, -7.248, -15.647], [8.601, -10.804, -9.017], [8.049, -8.950, -16.303], [4.120, -3.497, -14.221], [3.723, -1.672, -9.929], [6.713, -9.762, -13.962], [1.707, -3.294, -16.305], [11.890, -3.512, -12.075], [9.176, -1.642, -10.644], [10.539, -4.139, -13.064], [4.621, -7.442, -9.189], [4.521, -5.309, -11.982], [1.673, -2.197, -11.166]],
  "lowdin_spin": [0.0000, 0.0000, 0.0022, 0.0000, 0.0000, 0.0001, 0.0000, 0.0001, 0.0000, 0.0032, 0.0001, 0.0000, 0.0001, 0.1460, 0.0001, 0.0000, 0.0000, 0.0000, 0.0001, 0.4582, 0.0000, 0.0001, 0.0000, 0.0000, 0.0000, 0.0001, 0.0000, 0.1096, 0.0000, 0.1403, 0.0000, 0.0075, 0.0000, 0.0000, 0.0000, 0.0111, 0.0004, 0.0000, 0.0000, 0.0000, 0.0000, 0.0165, 0.0000, 0.0204, 0.0000, 0.0000, 0.0006, 0.0088, 0.0000, 0.0000, 0.0000, 0.0000, 0.0000, 0.0000, 0.0108, 0.0000, 0.0000, 0.0001, 0.0000, 0.0027, 0.0000, 0.0000, 0.0003, 0.0000, 0.0000, 0.0000, 0.0047, 0.0001, 0.0000, 0.0000, 0.0467, 0.0000, 0.0000, 0.0000, 0.0000, 0.0000, 0.0000, 0.0000, 0.0000, 0.0000, 0.0069, 0.0000, 0.0000, 0.0000, 0.0000, 0.0000, 0.0000, 0.0000, 0.0000, 0.0000, 0.0000, 0.0000, 0.0022, 0.0000, 0.0000],
  "e_lumo_ev": [-7.12, -10.24],
  "total_charge": 2,
  "fmax_ev_per_a": 10.74,
  "gap_ev": [5.98, 2.86],
  "total_energy_ev": -62473.0456,
  "multiplicity": 2
}